Record 1
A molecular structure, C5H10MnO2, computed with ωB97M-V/def2-TZVPD.

Gap between HOMO and LUMO (alpha / beta), eV: 7.24 / 6.20
Expectation value of S²: 12.04
Net charge: +1
Multiplicity: 7

Each line ends with the Mulliken charge.
Atoms and positions in Å:
C  -2.21395  -1.80239  -1.25201  0.278
H  -3.90171  -2.79237  -2.26986  0.346
H  -1.91687  0.06897  -1.45244  0.132
H  0.65986  -0.05700  -1.99200  0.274
H  -2.35761  0.83814  1.90406  0.257
H  -1.96080  2.59905  1.54679  0.278
C  -3.18646  -2.86615  -1.44912  -0.855
C  -0.77102  1.03928  -0.81457  0.143
C  -2.12292  1.59193  1.14289  -0.681
C  0.54530  0.45888  -1.03048  -1.007
H  -2.86739  -3.87102  -1.15788  0.317
O  -0.89612  1.17566  0.57218  -0.287
H  -2.96543  1.61793  0.43799  0.349
H  -1.75492  -1.56819  -2.23556  0.361
Mn  0.03162  -1.06638  0.42483  0.928
H  1.41553  1.01707  -0.66567  0.312
H  -1.12538  1.90105  -1.38664  0.453
O  -1.39706  -2.05127  -0.24972  -0.597

Record 2
A gas-phase ion, C5H10N (charge +1), computed with ωB97M-V/def2-TZVPD.

Gap between HOMO and LUMO, eV: 10.78
Structure (SMILES): C=C1C[NH2+][C@@H]1C
Net charge: +1

Each line ends with the Mulliken charge.
Atoms and positions in Å:
H  -1.00286  1.65868  -1.17686  0.342
C  2.06736  -0.72274  -0.07561  -0.878
H  -0.72378  -0.57702  -1.42561  0.415
C  -1.26527  -1.33107  0.32371  -1.233
H  -0.95109  -2.28262  -0.25805  0.336
H  -2.27902  -1.11244  0.21677  0.414
H  0.66563  1.41608  1.48425  0.290
C  0.96960  -0.00326  -0.02089  0.455
H  -1.01008  -1.22309  1.32274  0.373
H  1.94559  -1.73575  -0.28420  0.288
C  0.52792  1.44280  0.34999  -0.621
H  2.96231  -0.18112  0.12322  0.286
C  -0.51262  -0.25687  -0.45601  -0.147
N  -0.82009  1.24722  -0.28333  -0.056
H  0.98622  2.19735  -0.21086  0.411
H  -1.55983  1.46384  0.37071  0.326

Record 3
2 unconnected molecules or ions with the total composition C5H10N, computed with ωB97M-V/def2-TZVPD.

Gap between HOMO and LUMO, eV: 7.92
Net charge: +1

Each line ends with the Mulliken charge.
Atoms and positions in Å:
H  -1.59067  -0.39930  1.84865  0.430
H  0.59712  0.22109  2.13120  0.137
C  -1.87108  0.31877  1.13062  -1.214
C  1.39320  0.10629  1.36987  -0.269
H  -0.64070  -0.44255  -2.08386  0.113
C  -1.53954  -0.24301  -1.48078  -0.485
H  -1.34623  1.16244  1.55976  0.385
C  1.89359  -0.21817  -0.96634  -0.720
C  -1.55475  -0.11107  -0.22254  0.925
H  2.51312  0.14519  1.68768  0.277
H  1.21522  -0.58959  -1.78467  0.117
H  -2.86563  0.51896  1.06040  0.364
H  2.28372  0.69121  -1.39261  0.339
H  2.61291  -1.05631  -0.71985  0.382
N  1.12343  -0.01785  0.17207  -0.091
H  -2.22370  -0.08608  -2.30962  0.311

Record 4
2 unconnected molecules or ions with the total composition C5H10N, computed with ωB97M-V/def2-TZVPD.

Gap between HOMO and LUMO (alpha / beta), eV: 8.15 / 8.15
Net charge: +1

Each line ends with the Mulliken charge.
Atoms and positions in Å:
H  0.77481  -2.09499  -1.25158  0.300
C  -2.34805  0.78879  0.50068  -0.947
H  -3.34001  0.52381  0.18358  0.338
H  1.27460  -2.07414  0.52366  0.372
H  -2.40737  1.70829  1.01870  0.376
C  -1.51196  0.63132  -0.63811  -0.376
C  0.72327  -0.15031  -0.18335  0.126
H  3.23745  0.64027  1.25501  0.274
H  -1.58231  -0.30869  -1.24164  0.366
H  3.69657  1.26901  -0.40441  0.281
C  3.02589  0.74182  0.22018  -0.199
C  0.46695  -1.60410  -0.15188  -0.988
N  1.89138  0.27947  -0.13518  -0.007
H  -1.22634  1.39650  -1.24482  0.432
H  -0.54248  -1.90977  0.22555  0.309
H  -2.13241  0.16273  1.32362  0.343

Record 5
A gas-phase ion, C5H10N (charge +1), computed with ωB97M-V/def2-TZVPD.

Gap between HOMO and LUMO, eV: 11.28
Structure (SMILES): C=CC1([NH3+])CC1
Net charge: +1

Each line ends with the Mulliken charge.
Atoms and positions in Å:
H  -0.70847  1.69214  0.89211  0.391
H  1.15182  -1.18725  1.49252  0.421
N  -0.32425  1.46994  -0.03592  -0.262
H  0.62443  1.94368  -0.04267  0.382
H  2.62398  0.51192  -0.80663  0.244
H  3.44892  -0.42381  0.35123  0.316
H  -0.93451  1.84557  -0.73313  0.341
H  -0.74240  -1.81968  -1.21854  0.281
C  2.48150  -0.10068  0.14592  -0.603
H  -1.40682  -0.24805  -1.92249  0.222
H  -2.32091  0.11418  0.53532  0.325
C  -0.97579  -0.78753  -1.06828  -0.518
C  1.40604  -0.62413  0.65819  -0.342
C  -0.18352  -0.00638  -0.02494  0.364
C  -1.54435  -0.56461  0.32005  -0.882
H  -1.71951  -1.26160  1.04397  0.321

Record 6
2 unconnected molecules or ions with the total composition C5H10N, computed with ωB97M-V/def2-TZVPD.

Gap between HOMO and LUMO (alpha / beta), eV: 7.72 / 9.40
Net charge: +1

Each line ends with the Mulliken charge.
Atoms and positions in Å:
H  0.68924  2.36194  1.20695  0.278
H  -2.31566  -1.29917  0.71597  0.404
C  0.12204  0.52065  0.22686  0.511
C  -1.77028  -1.42665  -0.12069  -0.163
N  0.83103  0.28426  1.47618  -0.232
H  1.25850  -0.51733  -1.07320  0.469
H  0.57629  -0.37735  2.18434  0.294
H  0.62790  0.77286  -1.86680  0.399
C  0.07006  1.48891  1.32085  -0.478
H  -0.76231  -1.44983  -1.84043  0.141
H  -0.89311  1.72941  1.77771  0.287
H  1.81750  0.55996  1.29386  0.294
H  -2.48324  -2.53387  -1.83544  0.294
C  -1.68472  -1.88383  -1.34439  -0.360
C  0.99394  0.46862  -0.97563  -1.526
H  1.92804  0.98281  -0.74981  0.388

E_tot
In order: -40748.766; -6828.151; -6825.671; -6825.728; -6827.143; -6823.949
Unit: eV
Energy relative to the best compared isomer or geometry (same formula, charge and spin)
In order: 85.4; 47.3; 104.5; 103.2; 70.5; 144.2
Unit: kcal per mole